Formula: C6H7N
Source: the OMol25 dataset
Level of theory: wB97M-V/def2-TZVPD

energy relative to the best compared isomer or geometry (same formula, charge and spin) = 39.76 kcal per mole
total energy = -287.5239 hartree
strongest force on any atom = 2.5 eV/Å
Kohn-Sham gap = 8.9 eV
E_LUMO = 0.03623 hartree
SMILES = C=Cc1cc[nH]c1

Each line ends with the Löwdin charge.
Cartesian coordinates (Å):
C 0.4881 -0.6652 0.8578  -0.059
C 1.8030 -0.2654 0.9807  -0.128
N 1.9717 0.8438 0.2311  0.001
C 0.8040 1.1492 -0.4522  -0.065
C -0.1323 0.2036 -0.0463  -0.266
C -1.5534 0.1447 -0.5154  -0.141
C -2.2988 -0.9637 -0.5922  -0.005
H 0.0626 -1.5754 1.2488  0.100
H 2.6350 -0.6216 1.5498  0.105
H 2.7988 1.3082 -0.0890  0.142
H 0.6752 1.9361 -1.1815  0.114
H -1.9672 1.1071 -0.8420  0.100
H -3.0512 -0.9202 -1.3656  0.046
H -2.2356 -1.6812 0.2159  0.056

Force components x, y, z for each atom (eV/Å):
1.04 -0.71 0.17
-0.29 -0.22 0.27
-0.87 1.43 -1.90
-0.68 -1.12 0.93
-1.43 1.12 -0.11
1.31 0.38 0.04
-0.05 1.32 0.39
0.00 0.15 0.28
0.07 -0.36 0.22
0.57 -0.27 0.58
0.36 0.04 0.24
0.45 -0.47 -0.95
-0.88 -0.36 0.71
0.41 -0.93 -0.88